1.
A cluster of 11 separate species, C11H44N20O11 in total at a distorted geometry. Source: the Open Molecules 2025 dataset; level of theory: wB97M-V/def2-TZVPD.

Results
SMILES	NC(N)=O.NC(N)=O.NC(N)=O.NC(N)=O.NC(N)=O.NC(N)=O.NC(N)=O.NC(N)=O.NC(N)=O.NC(N)=O.CO
molecular weight	632.6	g mol⁻¹
E_HOMO	-9.35	eV
LUMO level	0.218	eV
spin multiplicity	1
charge	0
total energy	-64456.644	eV

Geometry as XYZ:
```
86
Properties=species:S:1:pos:R:3:forces:R:3:mulliken_charge:R:1
H 3.90796 -1.50732 0.20202 -0.27 0.15 1.11 0.32
H 1.95788 3.19943 4.02288 0.21 0.60 0.55 0.22
N -4.11404 -3.16711 -0.74715 0.17 0.68 -0.89 -0.48
N -2.63355 0.83916 -2.73996 1.20 -0.39 -0.02 -0.36
H 5.13374 2.43509 -3.24857 0.54 1.83 -2.62 0.21
H -5.62517 2.41092 4.10036 0.09 1.33 0.13 0.25
H -1.69795 1.23528 -2.53773 -1.23 0.50 0.18 0.08
O 2.22576 3.02783 -2.72675 -0.09 0.30 0.77 -0.85
C 1.06186 2.54148 2.37625 -0.71 -0.67 -0.40 0.40
N -0.52704 -3.98916 3.49204 1.44 1.16 0.45 -0.43
H -0.72755 0.03148 -4.07945 -0.55 -0.03 0.10 0.28
H 6.26742 0.94255 -4.29437 0.25 0.17 0.81 0.26
H 0.27399 1.37889 0.82014 0.65 0.09 1.34 0.00
H 0.54332 0.40650 -2.26284 0.06 0.30 -0.41 -0.23
H -0.00290 3.26551 -3.55952 -0.16 0.13 -1.21 0.23
O 5.41641 -0.01289 -1.50799 -0.94 -1.88 2.37 -0.54
N 1.91513 2.42958 3.40667 0.61 -1.04 0.24 -0.32
N -2.24323 -2.16684 0.25759 -0.67 -1.44 0.49 0.33
C -2.47803 3.82100 -0.28776 -1.37 -0.53 0.14 0.61
C -5.26245 1.07553 2.65290 0.71 -1.44 -0.96 0.52
O 0.14223 -0.47818 -0.52541 -1.10 1.62 -0.46 0.43
H -4.38777 2.97823 -0.06008 0.29 0.05 0.00 0.25
H -0.61291 -3.58093 -0.68697 -0.18 0.08 0.17 0.13
H 2.21009 3.85124 -0.46325 0.06 0.00 0.27 0.18
H -6.07829 0.91370 4.57905 0.12 -0.57 0.01 0.22
H 2.06287 -1.84691 3.47877 -0.81 -0.03 -0.38 0.13
H -1.29928 -4.25193 2.88501 0.20 0.13 0.05 0.26
O 0.30540 -2.66211 1.77275 0.27 -1.08 1.25 -0.57
H 0.55098 3.98705 -0.19205 -1.18 0.30 0.36 0.09
N -3.70054 3.33085 -0.71765 0.28 0.24 -0.08 -0.30
H -2.29882 -1.25149 -0.15860 -0.01 -0.34 -0.19 -0.11
H -1.59624 -2.40320 0.99406 0.44 0.88 0.01 -0.16
H 2.61415 -3.93596 -1.49256 1.24 -0.43 0.11 0.25
N 5.12712 -0.07384 1.74281 1.45 1.50 -1.85 -0.50
H 5.45007 0.68604 2.31603 -0.16 -0.17 0.58 0.29
C 1.22568 3.30485 -2.03558 -0.13 -1.44 -3.15 0.44
N -0.03000 3.09971 -2.59101 2.39 -1.46 0.27 -0.13
H 0.70702 0.51959 2.28473 0.42 0.93 -0.84 0.09
H -2.75664 2.92358 1.55284 -0.33 -0.25 -0.18 0.13
N 1.78992 -3.43570 -1.29431 -1.44 0.11 0.57 -0.20
H 1.92497 -0.41796 -1.51943 0.63 0.04 -0.28 0.45
O -2.96657 -4.18917 0.91370 0.36 -1.24 0.52 -0.70
N 3.45296 -1.46838 1.13393 0.24 -0.83 -2.17 -0.31
C -3.10258 -3.25651 0.14624 0.22 2.57 0.12 0.53
H -4.89270 -0.71633 1.76370 0.27 -0.65 -1.58 0.19
H 1.47448 -3.42715 -0.28898 0.60 -0.28 -1.57 0.12
H 1.34185 -2.61099 4.79072 -0.40 -0.07 -0.71 0.22
O -3.22776 -1.34541 -2.66369 0.26 -0.46 -0.58 -0.73
H -1.17624 3.57936 1.26835 -0.51 0.00 0.01 0.14
N 6.52959 0.58861 -3.36121 -0.73 -0.13 -1.58 -0.59
N 0.82448 1.37575 1.70758 -0.76 -1.46 -0.56 0.17
H -1.05151 -1.60535 -4.05414 -0.18 -0.52 0.07 0.23
H -3.37421 0.93652 -2.05278 0.54 0.34 0.07 0.25
H -4.44552 -4.09969 -0.92236 -0.53 0.13 -0.47 0.27
C 0.79770 -3.78361 -2.24094 -0.26 0.08 1.67 0.21
N 1.20724 -2.32342 3.81581 0.23 -1.15 1.08 -0.24
H 3.96951 2.15408 -2.20551 -0.14 -0.19 0.42 0.34
H 0.44684 -1.10524 0.10009 0.58 -1.23 0.75 -0.16
N -4.94835 -0.30306 2.64445 -1.14 1.70 2.36 -0.34
C 5.53753 0.79373 -2.37032 1.37 1.25 -1.51 0.46
N -0.44745 -3.66026 -1.66922 -0.04 -0.60 -2.65 -0.06
H -5.34873 -0.89990 3.37612 0.28 0.48 -0.63 0.18
O -4.92869 1.76282 1.67229 -0.70 -0.35 1.99 -0.66
H -4.03928 3.85499 -1.49564 -0.39 0.12 -0.35 0.23
N -5.92324 1.52241 3.80224 0.51 -0.43 -1.44 -0.44
C 3.95716 -0.65064 2.08145 -1.55 0.60 -0.23 0.69
C 0.87464 -0.47324 -1.74208 -0.72 -1.74 0.36 0.02
H -4.02131 -2.44670 -1.51124 -0.12 -1.33 0.87 0.42
N 4.95980 2.03881 -2.40051 -0.41 -1.48 1.54 -0.38
O 3.31317 -0.44816 3.12806 0.77 -0.03 0.01 -0.81
C -2.45193 -0.49256 -3.08068 -0.91 0.94 0.61 0.54
O 0.51867 3.59694 2.06250 0.19 0.74 -0.11 -0.81
H -0.70058 3.55970 -2.08583 -2.57 1.59 1.09 0.15
N -1.42651 -0.68785 -3.92835 0.88 -0.18 -0.61 -0.42
O -1.79439 4.55369 -0.99994 0.24 -0.09 0.10 -0.82
N 1.27452 3.71651 -0.80047 1.88 0.34 1.37 -0.14
H 0.61698 -1.43764 -2.27453 0.58 1.47 0.14 -0.21
H 2.43863 1.56650 3.59951 -0.42 0.58 -0.26 0.16
H 6.75963 -0.39603 -3.53048 -0.14 0.47 0.81 0.28
C 0.36918 -3.02900 2.98398 -1.01 1.07 -0.84 0.34
H -1.18209 -3.91589 -2.34078 0.19 0.29 1.09 0.18
H 2.45409 -1.60806 1.06159 0.07 0.00 0.60 -0.03
H -0.61997 -4.14329 4.51189 0.15 0.25 -1.35 0.19
N -2.12506 3.38082 0.92471 1.48 0.26 0.69 -0.10
H 5.32390 0.19661 0.72279 -0.66 -1.18 1.71 0.24
O 1.01063 -4.10785 -3.39988 -0.03 0.42 0.77 -0.69
```
Positions in Å, forces in eV/Å.

---

2.
A structure of composition C4H8O2. Source: the Open Molecules 2025 dataset; level of theory: wB97M-V/def2-TZVPD.

Results
molecular weight	88.1	g mol⁻¹
E_HOMO	-8.07	eV
LUMO level	0.331	eV
spin multiplicity	1
charge	0
total energy	-8368.379	eV

Geometry as XYZ:
```
14
Properties=species:S:1:pos:R:3:forces:R:3:mulliken_charge:R:1
C -1.26968 0.47154 -0.50878 0.16 -0.02 0.15 -0.08
H -1.22849 -1.40873 0.49685 0.02 0.08 -0.04 0.50
H 1.29148 -1.60421 0.47401 -0.06 0.14 0.09 0.29
C -0.61531 -0.65201 0.01463 -0.19 0.20 0.02 -0.66
H 1.91424 0.19604 -1.13768 -0.03 0.01 0.15 0.29
H -0.73885 1.20679 -1.10910 -0.04 -0.14 0.10 0.37
H -0.90913 -0.72301 -1.21301 -0.01 -0.05 -0.17 0.18
H 2.70281 0.43864 0.43680 -0.11 0.00 -0.08 0.33
O -2.53110 0.81905 -0.26976 0.06 -0.20 0.03 -0.45
C 1.73824 0.43201 -0.07929 0.02 0.07 0.05 -1.45
H -2.87827 0.28242 0.46087 0.03 0.08 -0.08 0.39
H 1.31205 1.43677 0.01668 0.07 -0.13 -0.01 0.38
O 0.37362 -0.29949 1.80583 0.02 0.06 0.32 -0.75
C 0.83840 -0.59581 0.61197 0.06 -0.11 -0.54 0.67
```
Positions in Å, forces in eV/Å.

---

3.
The ion C28H43F4OSi4 with charge +1 at a distorted geometry. Source: the Open Molecules 2025 dataset; level of theory: wB97M-V/def2-TZVPD.

Results
molecular weight	584.0	g mol⁻¹
E_HOMO	-11.56	eV
LUMO level	-4.186	eV
spin multiplicity	1
charge	+1
total energy	-74157.690	eV

Geometry as XYZ:
```
80
Properties=species:S:1:pos:R:3:forces:R:3:mulliken_charge:R:1
H -3.77722 2.70925 0.91022 0.12 -0.02 0.27 0.40
C -1.86163 -0.90437 -3.20793 -0.13 0.07 -0.42 -1.12
C 3.26624 1.99230 -3.52042 -0.18 0.63 0.52 0.05
H 3.68467 -2.10942 -2.70790 -0.16 0.20 0.59 0.27
H -3.59509 -0.73601 0.56702 0.11 0.25 -0.07 0.47
Si -0.46253 -0.15759 2.02693 -0.82 0.04 0.45 -0.06
C -2.05976 1.72083 -4.03048 0.14 0.76 -0.08 0.24
H -3.67518 1.82884 2.45845 0.15 0.15 -0.20 0.30
H -3.05503 -2.77608 1.40069 0.13 -0.04 0.09 0.33
C 0.65547 -0.80106 -3.04422 0.11 0.61 -1.83 0.25
H 2.59827 1.65706 2.51183 -0.12 0.10 0.11 0.30
F 4.71082 -0.52871 -5.68130 -0.97 0.89 0.65 -0.33
O 0.10738 -1.00216 0.45329 1.75 0.82 -1.50 -0.19
C -3.20145 0.94177 -4.10906 0.19 -0.07 0.21 -0.77
H -4.14633 1.34510 -4.45995 0.16 -0.14 0.05 0.51
H 1.72986 -3.30802 -2.66241 -0.22 0.32 0.33 0.45
C 1.83495 -2.66851 -1.76915 -0.03 -0.36 0.38 -1.15
H 2.62672 -0.78430 0.98339 -0.82 0.21 -0.51 0.53
H -0.22663 -2.04469 -1.60325 0.39 0.15 0.02 0.93
C -0.73586 2.05068 -0.34896 -0.12 0.15 -0.26 -0.76
C 0.75186 -1.56179 -1.75789 -0.22 -0.53 1.10 0.92
H 0.05356 1.37946 -0.73663 -0.42 0.32 0.09 -0.37
H -1.78093 1.68630 4.78363 0.20 0.13 -0.04 0.20
C -0.92537 -2.42171 4.74775 0.08 -0.01 -0.02 -1.16
C 1.03151 -0.85457 -0.46749 -1.98 -1.17 3.15 -0.92
C -0.88652 2.24966 4.49251 -0.15 -0.09 -0.34 -0.93
H -3.49441 0.26854 -0.89772 -0.04 -0.21 0.05 0.34
H -0.46604 2.70266 5.40226 -0.02 -0.15 -0.20 0.42
C 3.26216 -2.14542 -1.68633 1.16 -0.58 -0.32 -0.80
F -4.17799 -1.18047 -3.68315 1.15 0.83 0.13 -0.37
C -3.06387 -0.37126 -3.66367 -0.56 -0.51 0.05 0.24
H 4.43497 -0.82178 -0.43742 -0.40 0.00 -0.09 0.64
F -2.12664 3.05078 -4.38223 -0.03 -1.37 0.37 -0.35
H 1.35013 2.83372 2.04874 0.02 -0.10 0.17 0.29
C 2.36276 -0.38644 -0.02665 0.73 0.59 0.07 -0.49
H -2.25429 -0.95769 -0.56837 -0.19 0.30 0.19 0.06
C -3.33594 -0.76955 3.87423 0.08 0.04 -0.08 -1.04
H -2.64544 -3.87147 2.73960 0.01 0.07 -0.23 0.44
C 2.15443 1.31707 -2.99094 0.53 0.28 -0.36 -0.24
H 0.01127 1.92050 -3.54532 -0.31 -0.19 -0.37 0.86
H -1.84176 -1.92696 -2.81681 -0.08 0.32 -0.47 0.56
C 1.86442 0.03914 -3.46995 -0.01 -0.19 -0.54 0.29
H 3.61808 -0.03165 -1.75613 -0.04 -0.17 0.33 -0.10
C 3.82982 0.14010 -4.86566 0.52 -0.53 -0.23 0.35
H 3.89820 -2.87809 -1.16876 -0.39 -0.06 -0.13 0.52
H 1.99456 0.85112 5.63034 -0.15 -0.13 -0.06 0.43
H 0.12457 -2.66720 4.54767 -0.19 0.01 0.07 0.32
C -2.90569 -0.20478 -0.10146 -0.12 0.21 -0.34 -0.73
C 1.26751 0.19795 5.12667 0.10 -0.04 -0.08 -1.19
H 5.01469 1.96073 -4.81330 -0.17 -0.08 0.11 0.52
F 3.52115 3.26836 -3.06922 -0.26 -1.34 -0.44 -0.33
C 4.13915 1.43431 -4.44572 -0.30 -0.39 0.09 -0.97
H -0.96328 -1.78298 5.63785 0.00 -0.14 -0.18 0.27
C 1.75680 2.25399 2.88678 0.14 0.24 0.27 -1.14
H 0.66861 -1.61712 -3.80172 -0.19 0.38 0.45 0.76
H -3.11895 0.01582 4.60804 -0.08 -0.19 -0.12 0.29
H 2.14966 2.96105 3.63113 0.06 -0.05 -0.26 0.46
C -0.69967 -0.11702 -3.28159 -0.43 0.13 0.51 -0.11
C -2.27005 -3.05183 2.11144 -0.07 -0.23 0.04 -1.12
H -1.19707 3.06199 3.82483 0.07 -0.18 0.17 0.26
Si -1.93227 1.14125 0.78822 0.05 -0.42 -0.13 -0.40
H -3.94229 -1.54076 4.37241 0.08 0.20 -0.07 0.46
Si -1.78350 -1.65091 3.25891 -0.19 -0.60 -0.13 0.37
H -0.24397 2.88713 0.16497 -0.13 -0.17 -0.05 0.57
H -3.93768 -0.33459 3.06692 0.11 -0.14 0.16 0.23
H 1.80762 -0.68287 4.75912 -0.06 0.16 0.11 0.31
C 2.69157 -0.54140 -4.44636 0.08 0.39 0.16 -0.65
H 1.62526 -3.30436 -0.89775 0.05 -0.01 -0.21 0.44
Si 0.47035 1.17667 3.72916 0.98 0.18 0.00 0.93
C 3.48158 -0.79845 -0.98801 0.62 0.56 -0.45 -0.64
H -1.41066 -3.43023 1.54358 -0.15 0.03 0.11 0.30
H 2.31274 0.72739 0.09590 0.06 -0.68 -0.09 0.22
H -1.45150 -3.35955 4.97843 0.12 0.21 0.01 0.42
H -1.28772 2.45366 -1.20780 0.25 -0.01 0.06 0.46
H 1.53713 1.80240 -2.23653 0.27 -0.02 -0.17 0.66
C -3.08571 2.32113 1.67487 0.08 0.05 -0.10 -0.97
H 0.54115 -0.13886 5.87681 0.16 0.10 -0.21 0.32
C -0.82471 1.23104 -3.61066 -0.17 0.06 -0.29 -0.57
H -2.54054 3.16653 2.11163 -0.22 -0.16 -0.11 0.34
H 2.44951 -1.52359 -4.85995 0.26 0.33 0.12 0.49
```
Positions in Å, forces in eV/Å.

---

4.
A structure of composition C26H26N3PSeSn. Source: the Open Molecules 2025 dataset; level of theory: wB97M-V/def2-TZVPD.

Results
molecular weight	609.2	g mol⁻¹
E_HOMO	-13.52	eV
LUMO level	-6.796	eV
spin multiplicity	1
charge	+2
total energy	-112307.325	eV

Geometry as XYZ:
```
58
Properties=species:S:1:pos:R:3:forces:R:3:mulliken_charge:R:1
C 4.01907 2.05587 2.56166 -0.01 0.01 -0.01 -1.26
N 2.19330 0.77332 1.72540 0.07 -0.02 0.01 0.03
H 3.36919 1.98415 0.51957 0.00 -0.01 -0.02 0.27
H 3.17921 3.19529 -2.64461 0.01 0.00 0.02 0.42
H 0.83613 0.42623 -5.03297 0.00 0.00 0.01 0.47
H -6.13424 -6.25311 3.46446 0.00 0.02 -0.01 0.41
C 3.74840 2.39938 -2.17740 -0.01 0.01 0.01 -0.40
C -1.45454 3.80280 -1.29088 0.02 0.01 0.03 -0.61
H -3.85877 -0.95700 -0.86822 0.03 0.00 0.01 0.22
C -2.86245 -2.49548 1.00307 0.08 0.12 0.07 -0.08
H 4.82072 2.75198 2.35734 -0.01 -0.01 0.02 0.45
C 1.97162 0.30770 2.96548 -0.08 0.00 -0.09 -0.03
H -2.49815 3.39773 -3.12262 0.02 0.01 0.00 0.45
C -5.75341 -5.45983 2.83575 -0.05 0.00 -0.02 -0.48
C -4.64436 -1.61518 -0.51317 -0.01 -0.09 0.09 -0.87
C 3.95251 0.10428 -1.46283 0.04 0.05 -0.10 -0.30
N -2.77191 -3.42889 1.95503 -0.09 -0.17 0.14 0.06
H 2.00016 1.76273 -4.83115 0.02 -0.01 -0.04 0.41
C 1.75305 0.74242 -4.53832 -0.09 0.01 0.02 -1.32
H -7.64643 -5.17488 1.86059 0.01 0.00 0.00 0.41
C 3.19808 1.12047 -2.05867 0.06 -0.07 -0.01 0.37
C 5.77132 1.62962 -1.11629 0.00 -0.03 0.01 -0.55
H 1.54780 2.51295 -0.44441 0.08 0.09 -0.03 0.47
C -4.85971 -3.45129 1.21232 0.03 0.15 -0.15 0.81
N -4.10831 -2.48035 0.53417 -0.22 0.05 -0.11 0.35
C 0.47262 2.01547 -2.25483 -0.01 -0.06 0.05 0.67
C -6.19063 -3.82665 1.08748 -0.04 0.02 -0.03 -0.55
H 5.45209 3.64015 -1.80683 0.00 -0.02 -0.01 0.44
H -3.76667 -5.55862 3.66421 -0.02 0.01 -0.02 0.41
C -0.32979 3.53460 -0.53074 -0.04 0.00 -0.01 -0.90
H 3.55957 -0.90820 -1.43066 -0.02 -0.02 0.06 0.54
C 5.02708 2.64959 -1.70626 -0.01 0.04 0.03 -0.66
C 3.20310 1.63419 1.53072 0.06 -0.01 0.08 0.50
H -2.19652 4.50320 -0.93088 0.01 -0.01 -0.02 0.44
C 5.23735 0.35605 -0.99270 -0.03 0.02 -0.02 -0.71
H 5.82084 -0.44053 -0.54979 -0.01 0.01 -0.02 0.46
C -4.43147 -5.08192 2.95602 0.04 -0.02 0.04 -0.90
H -1.92386 -3.63347 2.45707 0.01 0.01 -0.01 0.22
C -0.67459 2.28708 -3.00158 -0.04 0.05 0.01 -0.96
H 2.52860 0.28211 5.02739 0.00 0.00 -0.03 0.43
C 0.62969 2.64133 -1.00695 -0.12 -0.08 0.02 0.06
C -1.62114 3.18182 -2.52621 0.02 -0.03 0.01 -0.68
H 2.55321 0.06790 -4.83947 0.00 -0.01 0.03 0.42
H 4.41469 1.87873 4.66631 -0.01 0.00 -0.01 0.43
H -5.00891 -2.22666 -1.33583 0.01 -0.02 0.00 0.36
C 3.78800 1.56945 3.84019 0.03 0.02 -0.01 -0.14
H -0.17909 4.03390 0.41793 0.00 -0.02 -0.01 0.49
Sn 0.83250 -0.14245 -0.04651 0.32 0.38 -0.09 0.93
H -6.85794 -3.35271 0.38006 0.01 -0.02 0.02 0.44
H -0.82965 1.81001 -3.96167 0.00 0.01 0.02 0.36
H -5.46278 -1.02306 -0.10936 0.00 0.01 0.03 0.35
H 6.77703 1.82821 -0.76817 -0.03 0.01 0.00 0.47
H 1.14199 -0.38030 3.08525 -0.01 -0.01 -0.02 0.33
C -6.61890 -4.84289 1.91766 0.01 -0.03 0.04 -0.67
P 1.57246 0.65135 -2.72620 0.26 0.04 -0.11 0.57
C -4.00661 -4.05946 2.11894 0.15 0.02 0.02 0.28
C 2.74345 0.67984 4.04521 0.02 0.01 0.07 -0.78
Se -1.42400 -1.41899 0.43692 -0.48 -0.38 0.05 -0.31
```
Positions in Å, forces in eV/Å.